No. 1
ORCA calculation (ωB97M-V/def2-TZVPD) on a single C16H22N2O3 molecule.

```
43
Properties=species:S:1:pos:R:3:forces:R:3:nbo_charge:R:1
C -5.418 -1.240 2.493 0.400 0.002 0.139 -0.635
C -4.283 -1.341 3.504 -0.482 0.196 0.132 -0.066
H -4.300 -0.474 4.172 0.011 -0.199 -0.039 0.199
H -4.357 -2.261 4.088 0.030 0.125 -0.039 0.184
O -3.013 -1.413 2.866 0.283 0.022 -0.216 -0.531
C -2.482 -0.224 2.478 0.064 -0.158 0.181 0.892
O -3.029 0.842 2.650 -0.343 0.272 0.053 -0.674
N -1.259 -0.370 1.928 0.097 -0.102 0.049 -0.448
C -0.668 -1.633 1.554 0.059 -0.513 -0.007 -0.236
H 0.386 -1.604 1.837 -0.248 -0.101 0.000 0.240
C -0.795 -1.846 0.043 0.160 0.107 0.106 -0.418
H -1.848 -2.015 -0.195 -0.036 -0.043 0.004 0.209
H -0.233 -2.735 -0.247 -0.044 -0.052 -0.071 0.218
C -0.322 -0.650 -0.800 -0.241 0.018 0.123 -0.038
N 1.112 -0.647 -1.086 -0.129 -0.045 -0.377 -0.630
C 2.176 -0.661 -0.253 0.338 -0.061 -0.581 0.697
O 2.143 -0.819 0.946 0.050 -0.017 0.493 -0.636
C 3.497 -0.477 -1.009 -0.005 0.009 0.227 -0.542
C 3.440 0.726 -1.904 0.148 0.004 -0.166 0.075
C 3.401 2.000 -1.345 0.021 -0.036 -0.033 -0.250
C 3.305 3.119 -2.152 -0.010 0.049 0.064 -0.184
C 3.244 2.980 -3.529 -0.007 0.033 -0.107 -0.222
C 3.281 1.718 -4.094 -0.049 0.085 -0.110 -0.200
C 3.374 0.597 -3.286 0.056 -0.036 0.094 -0.268
H 3.409 -0.386 -3.736 0.022 -0.102 -0.015 0.211
H 3.238 1.602 -5.168 0.000 -0.001 -0.084 0.215
H 3.172 3.854 -4.160 -0.004 0.072 -0.050 0.216
H 3.277 4.102 -1.706 -0.001 0.082 0.040 0.215
H 3.446 2.107 -0.271 0.010 0.024 0.142 0.218
H 4.284 -0.370 -0.261 -0.094 -0.071 -0.022 0.244
H 3.691 -1.382 -1.589 0.033 0.014 0.016 0.229
H 1.334 -0.423 -2.044 0.004 0.024 0.114 0.401
C -0.804 0.687 -0.211 0.107 -0.120 0.099 -0.419
H -1.869 0.793 -0.427 -0.052 0.053 -0.001 0.212
C -0.613 0.762 1.304 -0.110 0.447 -0.095 -0.230
H 0.448 0.731 1.561 -0.087 0.060 0.006 0.218
H -1.063 1.674 1.698 0.118 -0.092 -0.039 0.240
H -0.273 1.509 -0.696 -0.041 0.012 -0.071 0.216
H -0.782 -0.758 -1.791 0.110 0.016 0.158 0.205
H -1.169 -2.439 2.089 0.095 0.066 -0.061 0.228
H -5.329 -0.310 1.937 -0.043 0.056 -0.038 0.225
H -5.380 -2.076 1.798 -0.047 -0.086 -0.052 0.204
H -6.372 -1.251 3.012 -0.143 -0.011 0.035 0.213
```
Positions in Å, forces in eV/Å.

Electronic energy   -26073.22719 eV
LUMO level   0.0239 Eh
Energy above the lowest of the compared OMol25 structures with the same formula, charge and spin   10.74 kcal per mole
Kohn-Sham gap   0.3477 Eh
Charge   0
Spin multiplicity   1
SMILES   CCOC(=O)N1CCC(NC(=O)Cc2ccccc2)CC1

=====

No. 2
ORCA calculation (ωB97M-V/def2-TZVPD) on a single C16H22N2O4 molecule.

```
44
Properties=species:S:1:pos:R:3:forces:R:3:nbo_charge:R:1
C 4.287 -3.175 4.093 0.127 0.097 0.165 -0.252
H 5.025 -2.467 3.704 -0.042 -0.013 0.024 0.178
O 3.573 -3.803 3.057 -0.286 -0.020 -0.412 -0.520
C 2.789 -3.035 2.235 -0.011 -0.135 0.018 0.296
C 2.705 -1.650 2.341 0.050 -0.096 0.077 -0.302
C 1.928 -0.899 1.480 -0.078 -0.043 -0.174 -0.169
C 1.208 -1.522 0.470 0.260 -0.198 0.337 -0.096
C 1.268 -2.905 0.369 0.121 0.048 0.156 -0.226
C 2.037 -3.678 1.233 -0.038 0.077 -0.024 0.249
O 1.976 -5.015 0.974 0.033 0.349 -0.160 -0.499
C 2.479 -5.964 1.887 0.128 -0.423 0.224 -0.240
H 2.049 -5.832 2.882 0.029 -0.017 -0.053 0.179
H 2.174 -6.931 1.486 0.019 0.053 0.055 0.188
H 3.568 -5.926 1.956 -0.125 -0.030 0.003 0.185
H 0.691 -3.447 -0.366 -0.066 -0.055 -0.075 0.220
C 0.385 -0.726 -0.466 -0.181 0.133 -0.866 0.405
N -0.116 0.328 0.060 -0.278 0.008 1.417 -0.226
O -0.860 1.281 -0.659 0.655 0.247 -0.370 -0.376
C -1.828 1.018 -1.519 -0.716 -0.256 -0.676 0.805
O -2.145 -0.080 -1.927 0.010 0.061 0.211 -0.637
C -2.524 2.300 -1.935 0.283 -0.041 0.281 -0.313
H -3.265 2.025 -2.692 0.101 -0.062 0.081 0.221
C -1.527 3.300 -2.529 -0.176 0.014 -0.228 -0.392
C -2.245 4.582 -2.937 0.201 0.067 0.206 -0.395
H -1.524 5.291 -3.349 -0.032 -0.008 -0.084 0.210
H -2.977 4.357 -3.717 -0.025 0.028 -0.090 0.193
C -2.958 5.200 -1.738 -0.239 -0.044 -0.234 -0.397
H -2.220 5.475 -0.981 0.040 0.072 0.053 0.195
H -3.481 6.108 -2.043 0.045 0.057 0.055 0.207
C -3.948 4.206 -1.139 0.206 0.073 0.210 -0.395
C -3.235 2.922 -0.728 -0.245 -0.010 -0.165 -0.391
H -3.953 2.209 -0.317 0.039 -0.023 0.073 0.214
H -2.494 3.141 0.043 0.003 -0.021 0.057 0.211
H -4.439 4.646 -0.268 -0.085 -0.016 -0.030 0.210
H -4.720 3.973 -1.876 -0.093 0.010 -0.015 0.194
H -0.764 3.525 -1.782 0.057 -0.009 -0.012 0.212
H -1.033 2.857 -3.397 0.083 -0.018 0.035 0.210
N 0.327 -1.143 -1.755 0.010 -0.149 -0.371 -0.812
H 0.721 -2.047 -1.957 0.045 0.123 0.037 0.391
H -0.497 -0.890 -2.289 0.070 -0.062 0.195 0.426
H 1.877 0.171 1.579 0.011 0.118 0.025 0.236
H 3.265 -1.139 3.107 0.073 0.013 0.076 0.221
H 4.803 -3.980 4.615 -0.010 0.103 0.003 0.201
H 3.618 -2.662 4.792 0.027 -0.003 -0.035 0.179
```
Positions in Å, forces in eV/Å.

Electronic energy   -28117.63917 eV
LUMO level   0.0285 Eh
Energy above the lowest of the compared OMol25 structures with the same formula, charge and spin   76.01 kcal per mole
Kohn-Sham gap   0.3274 Eh
Charge   0
Spin multiplicity   1
SMILES   COc1ccc(/C(N)=N/OC(=O)C2CCCCC2)cc1OC

=====

No. 3
ORCA calculation (ωB97M-V/def2-TZVPD) on 2 unconnected molecules or ions with the total composition C16H22N2O5.

```
45
Properties=species:S:1:pos:R:3:forces:R:3:nbo_charge:R:1
C 0.148 -0.143 5.916 0.355 -0.236 -0.440 -0.257
O 1.031 -0.809 4.992 0.028 0.474 -0.223 -0.486
C 0.961 -0.514 3.669 -0.668 0.003 -0.368 0.363
C 1.829 -1.234 2.814 -0.333 -0.044 0.653 -0.280
C 1.647 -1.179 1.450 -0.165 0.327 -0.272 -0.144
C 0.627 -0.383 0.878 0.392 0.142 0.320 -0.194
C 0.343 -0.499 -0.541 -1.276 -2.934 0.512 0.072
C -0.952 -0.265 -0.981 -1.503 0.157 -0.981 -0.492
C -1.206 -0.246 -2.440 0.393 -0.696 -0.094 0.790
O -0.370 -0.516 -3.279 -0.473 0.304 0.249 -0.623
O -2.475 0.033 -2.860 0.055 0.210 0.636 -0.520
C -3.446 0.413 -1.851 0.290 -0.523 -0.338 0.531
C -3.214 1.837 -1.373 -0.119 0.168 0.024 -0.668
C -4.806 0.229 -2.517 0.605 -0.041 0.280 -0.624
O -3.384 -0.529 -0.774 0.584 0.321 -0.343 -0.520
C -2.144 -0.756 -0.218 0.266 0.540 0.955 0.778
O -2.104 -1.419 0.793 -0.118 0.315 -0.525 -0.595
C -0.141 0.443 1.738 0.642 -0.121 -0.020 -0.030
C 0.012 0.391 3.120 0.286 -0.720 0.012 -0.340
H 0.475 -0.518 6.882 -0.169 0.147 0.044 0.207
H 0.263 0.946 5.866 0.031 -0.185 0.026 0.183
H -0.898 -0.417 5.733 0.183 0.012 -0.019 0.189
H 2.557 -1.913 3.261 -0.193 0.286 -0.108 0.233
H 2.297 -1.759 0.785 -0.369 0.018 0.299 0.219
H 0.924 -1.174 -1.176 -0.419 0.397 0.769 0.252
H -2.237 1.975 -0.891 -0.295 -0.120 -0.185 0.228
H -3.287 2.508 -2.238 0.034 -0.094 0.222 0.227
H -4.007 2.089 -0.659 0.199 0.016 -0.133 0.225
H -4.892 -0.810 -2.836 -0.059 0.114 -0.001 0.235
H -5.587 0.462 -1.796 -0.069 0.022 -0.075 0.221
H -4.861 0.890 -3.382 -0.108 -0.041 0.049 0.222
H -0.856 1.149 1.321 0.050 -0.294 -0.012 0.210
H -0.674 0.941 3.769 0.392 -0.105 -0.303 0.227
C 2.402 0.373 -2.982 -0.517 0.146 0.194 -0.436
N 2.182 0.348 -1.524 -0.293 1.369 -0.865 -0.430
N 3.390 0.313 -0.806 1.344 0.419 0.399 -0.480
C 4.359 -0.476 -1.552 0.337 -0.091 0.265 -0.431
H 1.425 0.588 -3.436 0.649 -0.049 0.033 0.256
H 3.186 1.095 -3.263 -0.457 0.064 -0.067 0.174
H 2.744 -0.624 -3.294 -0.438 0.431 -0.167 0.199
H 1.658 1.158 -1.210 0.486 0.402 -0.472 0.365
H 3.231 -0.013 0.154 -0.015 -0.120 -0.693 0.365
H 5.247 -0.617 -0.939 -0.010 0.031 0.015 0.211
H 3.972 -1.463 -1.862 0.222 0.122 0.153 0.167
H 4.629 0.094 -2.457 0.240 -0.544 0.594 0.203
```
Positions in Å, forces in eV/Å.

Electronic energy   -30163.24145 eV
LUMO level   -0.0209 Eh
Energy above the lowest of the compared OMol25 structures with the same formula, charge and spin   125.04 kcal per mole
Kohn-Sham gap   0.2519 Eh
Charge   0
Spin multiplicity   1
SMILES   COc1ccc(C=C2C(=O)OC(C)(C)OC2=O)cc1.CNNC